# 1
91
Properties=species:S:1:pos:R:3 method="wB97M-V/def2-TZVPD" homo_lumo_gap_ha="0.06450 / 0.38056" multiplicity=2 molar_mass_g_mol=679.5 homo_ev="-2.1 / -10.7" largest_force_ha_per_bohr=0.1040
Li -9.835 19.645 2.667
Li -15.176 20.064 3.328
P -12.508 19.651 3.048
F -11.834 19.501 1.553
F -11.481 18.419 3.486
F -11.303 20.629 3.506
F -13.108 19.606 4.596
F -13.488 20.826 2.547
F -13.632 18.575 2.681
C -12.983 23.210 5.242
C -11.602 23.681 5.604
C -11.433 25.193 5.267
C -12.477 26.136 5.633
N -13.397 26.849 5.914
H -13.754 23.795 5.744
H -13.206 22.218 5.634
H -13.158 23.218 4.166
H -10.868 23.103 5.044
H -11.452 23.556 6.677
H -11.071 25.189 4.238
H -10.549 25.560 5.789
C -16.015 17.335 -0.811
C -17.154 18.285 -1.262
C -16.912 19.760 -1.019
C -16.329 20.078 0.262
N -15.924 20.352 1.315
H -16.273 16.330 -1.146
H -15.774 17.384 0.251
H -15.092 17.582 -1.335
H -18.028 17.840 -0.787
H -17.377 18.171 -2.323
H -17.902 20.199 -1.145
H -16.260 20.245 -1.746
C -9.265 24.034 -1.323
C -10.674 23.565 -1.077
C -11.015 23.185 0.413
C -10.107 22.197 1.048
N -9.390 21.388 1.442
H -8.654 23.248 -0.880
H -8.924 24.996 -0.942
H -9.078 24.035 -2.396
H -10.796 22.649 -1.656
H -11.357 24.312 -1.482
H -12.044 22.849 0.536
H -10.876 24.020 1.101
C -12.236 15.829 1.548
C -12.825 15.062 0.397
C -13.348 13.672 0.865
C -12.275 12.867 1.495
N -11.455 12.234 1.982
H -13.028 16.020 2.272
H -11.879 16.809 1.231
H -11.438 15.269 2.036
H -12.091 15.011 -0.407
H -13.621 15.654 -0.056
H -13.582 13.043 0.006
H -14.206 13.708 1.536
C -7.069 18.463 7.281
C -6.209 19.680 6.992
C -6.144 19.906 5.506
C -7.496 19.928 4.904
N -8.537 19.911 4.411
H -6.755 17.604 6.687
H -8.105 18.617 6.980
H -7.056 18.206 8.340
H -5.200 19.505 7.364
H -6.500 20.584 7.526
H -5.561 19.124 5.019
H -5.554 20.770 5.200
C -8.579 15.992 4.426
C -8.862 14.522 4.425
C -9.499 13.977 5.749
C -10.529 14.882 6.309
N -11.335 15.644 6.755
H -8.103 16.301 5.356
H -9.414 16.670 4.247
H -7.911 16.210 3.593
H -7.951 13.943 4.272
H -9.539 14.286 3.604
H -8.800 14.027 6.585
H -9.845 12.956 5.585
C -11.059 19.243 7.187
C -10.393 20.109 8.285
O -11.350 20.193 9.302
C -12.499 19.760 8.898
O -13.488 19.891 9.594
O -12.388 19.260 7.634
F -10.145 21.344 7.730
H -10.676 18.224 7.249
H -10.954 19.565 6.151
H -9.436 19.744 8.659

***

# 2
95
Properties=species:S:1:pos:R:3 method="wB97M-V/def2-TZVPD" homo_lumo_gap_ha=0.26813 molar_mass_g_mol=1002.6 homo_ev=-8.9 largest_force_ha_per_bohr=0.0257
C 5.647 0.420 -0.974
C 4.223 -0.093 -1.174
S 3.890 0.049 -2.943
C 2.096 -0.194 -3.194
C 1.207 0.151 -2.036
C 1.145 1.383 -1.444
C 0.283 1.699 -0.348
C 0.340 3.133 0.125
I 1.282 3.335 2.061
C -1.018 3.833 -0.008
C -1.147 5.168 0.698
I -1.310 4.118 -2.137
C -0.543 0.730 0.170
P -1.720 0.947 1.531
O -3.106 1.192 1.048
C -0.523 -0.564 -0.430
N -1.287 -1.598 -0.073
S -0.920 -2.798 -1.069
N 0.222 -2.107 -1.961
C 0.340 -0.856 -1.520
H 5.753 1.406 -1.416
H 5.876 0.494 0.083
H 6.367 -0.264 -1.415
H 3.536 0.502 -0.578
H 4.149 -1.122 -0.835
H 1.928 -1.231 -3.458
H 1.824 0.390 -4.068
H 1.791 2.164 -1.822
H 1.021 3.638 -0.547
H -1.851 3.206 0.289
H -2.120 5.580 0.450
H -1.160 5.001 1.771
H -0.365 5.866 0.424
H -1.294 2.038 2.298
H -1.621 -0.197 2.336
C -5.795 2.348 1.234
O -7.105 2.397 1.826
C -7.113 2.735 3.108
O -6.151 2.997 3.784
O -8.381 2.738 3.532
C -8.536 3.088 4.906
H -5.934 2.065 0.195
H -5.324 3.328 1.281
H -5.176 1.610 1.723
H -8.165 4.094 5.092
H -8.018 2.375 5.546
H -9.601 3.052 5.115
C 2.548 -8.665 -3.509
O 1.614 -7.809 -4.169
C 1.777 -6.514 -3.901
O 2.613 -6.044 -3.176
O 0.852 -5.831 -4.573
C 0.913 -4.417 -4.378
H 2.303 -9.679 -3.813
H 3.566 -8.432 -3.814
H 2.451 -8.579 -2.428
H 1.867 -4.022 -4.724
H 0.757 -4.151 -3.337
H 0.116 -3.977 -4.971
C -1.707 -0.479 -4.518
O -2.225 0.683 -5.164
C -1.504 1.085 -6.209
O -0.497 0.563 -6.612
O -2.085 2.165 -6.725
C -1.409 2.709 -7.861
H -2.372 -0.697 -3.686
H -1.698 -1.327 -5.200
H -0.705 -0.290 -4.136
H -1.375 1.983 -8.672
H -0.401 3.021 -7.596
H -1.985 3.575 -8.175
C 5.128 1.871 3.030
O 6.520 1.631 2.823
C 7.289 1.935 3.870
O 6.905 2.374 4.921
O 8.552 1.666 3.547
C 9.495 1.946 4.585
H 4.620 1.589 2.112
H 4.748 1.263 3.850
H 4.945 2.925 3.228
H 9.286 1.343 5.466
H 9.480 3.003 4.842
H 10.472 1.684 4.190
C -4.234 -3.074 6.889
O -3.134 -2.642 6.085
C -3.204 -3.031 4.813
O -4.082 -3.688 4.321
O -2.128 -2.564 4.177
C -2.074 -2.903 2.789
H -4.051 -2.692 7.889
H -5.169 -2.665 6.511
H -4.285 -4.160 6.920
H -2.925 -2.483 2.257
H -2.041 -3.984 2.657
H -1.161 -2.469 2.398

***

# 3
86
Properties=species:S:1:pos:R:3 method="wB97M-V/def2-TZVPD" homo_lumo_gap_ha=0.33556 molar_mass_g_mol=588.6 homo_ev=-8.7 largest_force_ha_per_bohr=0.0180
Al 1.725 -0.837 -0.167
C 0.248 -3.501 -3.853
C 0.460 -3.457 -2.338
C 0.193 -4.823 -1.700
C -0.435 -2.426 -1.716
C -1.825 -2.350 -1.822
C -2.208 -1.210 -1.135
C -3.594 -0.652 -1.003
C -4.136 -0.267 -2.384
C -4.519 -1.663 -0.319
N -1.093 -0.645 -0.641
N -0.007 -1.392 -0.982
B -0.860 0.636 0.172
N -0.209 0.294 1.533
N 1.025 -0.305 1.609
C 1.351 -0.351 2.913
C 0.297 0.170 3.664
C -0.672 0.563 2.764
C -2.010 1.175 3.068
C -2.052 1.726 4.492
C -3.131 0.148 2.867
C 2.644 -0.799 3.568
C 2.356 -2.001 4.466
C 3.195 0.375 4.394
N 0.113 1.523 -0.647
N 1.336 0.979 -0.978
C 1.981 1.882 -1.736
C 1.173 3.004 -1.870
C -0.002 2.755 -1.179
C -1.141 3.757 -1.193
C -1.639 3.910 -2.639
C -2.347 3.561 -0.281
C 3.307 1.746 -2.439
C 3.421 0.439 -3.227
C 4.501 1.997 -1.511
H 0.934 -4.222 -4.301
H -0.773 -3.802 -4.099
H 0.437 -2.525 -4.303
H 1.491 -3.183 -2.137
H -0.834 -5.143 -1.892
H 0.870 -5.572 -2.112
H 0.347 -4.776 -0.621
H -2.471 -3.024 -2.361
H -3.553 0.251 -0.393
H -4.201 -1.145 -3.029
H -5.135 0.164 -2.292
H -3.486 0.463 -2.869
H -4.597 -2.575 -0.913
H -4.147 -1.933 0.670
H -5.520 -1.242 -0.206
H -1.884 1.184 0.368
H 0.260 0.270 4.733
H -2.170 2.005 2.379
H -1.973 0.917 5.221
H -1.242 2.434 4.670
H -3.001 2.237 4.659
H -2.977 -0.705 3.531
H -4.099 0.596 3.096
H -3.148 -0.216 1.843
H 3.783 -0.517 2.015
H 1.654 -1.753 5.260
H 1.951 -2.816 3.865
H 3.296 -2.333 4.910
H 2.510 0.668 5.190
H 4.143 0.066 4.834
H 3.369 1.240 3.750
H 1.419 3.895 -2.424
H -0.676 4.703 -0.902
H -2.092 2.977 -2.980
H -2.391 4.700 -2.694
H -0.829 4.160 -3.323
H -2.933 2.692 -0.577
H -2.058 3.455 0.763
H -2.986 4.441 -0.365
H 3.299 2.563 -3.165
H 3.312 -0.433 -2.589
H 2.663 0.400 -4.012
H 4.404 0.367 -3.694
H 4.593 1.204 -0.775
H 5.419 2.033 -2.101
H 4.390 2.953 -0.995
O 3.631 -1.222 2.662
S 3.774 -2.234 -0.256
O 4.058 -2.454 -1.668
O 2.224 -2.553 -0.049
O 3.500 -0.623 -0.074

***

# 4
105
Properties=species:S:1:pos:R:3 method="wB97M-V/def2-TZVPD" homo_lumo_gap_ha=0.22163 molar_mass_g_mol=1124.2 homo_ev=-11.3 largest_force_ha_per_bohr=0.0482 charge=+1
C -1.225 4.814 -6.037
C -1.768 5.313 -4.686
C -1.146 4.574 -3.501
C -1.862 3.283 -3.139
N -1.545 2.240 -4.118
C -1.611 0.913 -3.662
C -0.511 0.371 -2.988
C 0.678 1.257 -2.762
O 1.197 1.747 -3.696
O 1.210 1.402 -1.514
C 0.819 2.516 -0.718
C -0.225 2.229 0.342
O -0.219 2.797 1.355
Cl -1.461 0.989 0.030
C -0.506 -0.967 -2.569
C 0.743 -1.468 -1.877
C 1.939 -1.600 -2.863
C 3.254 -1.144 -2.220
I 4.545 -0.137 -3.592
C -1.653 -1.742 -2.810
P -1.547 -3.437 -2.038
O -1.314 -3.200 -0.621
O -0.345 -4.153 -2.787
O -2.802 -4.361 -2.271
N -2.708 -1.211 -3.493
P -4.038 -2.397 -3.856
S -3.427 -3.617 -5.209
C -2.727 0.095 -3.896
C -3.992 0.634 -4.606
F -4.028 1.965 -4.580
F -5.083 0.247 -3.896
C -4.151 0.243 -6.131
F -4.823 1.241 -6.720
F -4.869 -0.873 -6.287
C -2.816 0.124 -6.928
F -2.063 1.195 -6.732
F -3.135 0.056 -8.219
F -2.147 -0.975 -6.602
H -1.788 3.935 -6.334
H -1.364 5.557 -6.812
H -0.171 4.565 -5.983
H -1.527 6.366 -4.610
H -2.843 5.169 -4.695
H -1.109 5.216 -2.625
H -0.103 4.361 -3.739
H -1.642 2.962 -2.122
H -2.926 3.500 -3.171
H -0.685 2.412 -4.615
H 1.692 2.805 -0.148
H 0.543 3.375 -1.322
H 0.623 -2.417 -1.388
H 0.975 -0.758 -1.099
H 1.763 -0.948 -3.714
H 2.019 -2.614 -3.231
H 3.089 -0.458 -1.407
H 3.807 -2.006 -1.874
H -0.337 -3.902 -3.725
H -2.576 -5.297 -2.184
H -5.166 -1.718 -4.298
H -4.355 -2.946 -2.607
O -1.888 2.347 6.566
S -2.578 1.140 6.240
O -2.153 -0.107 6.805
O -2.640 0.993 4.658
C -1.394 1.047 3.931
C -0.572 -0.218 4.083
C -4.300 1.336 6.524
H -0.828 1.929 4.232
H -1.675 1.179 2.889
H -0.230 -0.352 5.108
H 0.307 -0.172 3.438
H -1.163 -1.095 3.816
H -4.629 2.269 6.075
H -4.442 1.360 7.602
H -4.826 0.486 6.097
O 8.706 2.438 -2.057
S 8.663 1.039 -1.766
O 7.404 0.357 -1.733
O 9.447 0.772 -0.413
C 9.055 1.518 0.760
C 7.749 1.032 1.357
C 9.758 0.171 -2.833
H 9.015 2.581 0.519
H 9.866 1.374 1.470
H 6.913 1.211 0.682
H 7.551 1.557 2.292
H 7.792 -0.039 1.552
H 10.718 0.678 -2.843
H 9.311 0.183 -3.824
H 9.856 -0.851 -2.478
O -3.857 -4.059 8.166
S -2.430 -4.186 8.153
O -1.830 -5.472 7.975
O -1.851 -3.513 9.470
C -2.363 -3.964 10.742
C -1.838 -5.329 11.141
C -1.744 -3.054 7.000
H -3.454 -3.945 10.722
H -2.037 -3.214 11.460
H -2.193 -6.105 10.465
H -2.174 -5.576 12.148
H -0.749 -5.342 11.115
H -2.185 -2.074 7.151
H -1.983 -3.430 6.007
H -0.666 -3.025 7.138

***

# 5
89
Properties=species:S:1:pos:R:3 method="wB97M-V/def2-TZVPD" homo_lumo_gap_ha=0.32836 molar_mass_g_mol=606.5 homo_ev=-9.3 largest_force_ha_per_bohr=0.0158
C -2.133 -4.578 -2.726
O -2.931 -5.174 -1.705
B -2.293 -5.719 -0.609
O -2.599 -6.979 -0.225
C -1.239 -4.869 0.196
C 0.084 -5.028 0.036
C 0.987 -4.138 0.822
O 2.004 -4.522 1.345
C 0.475 -2.753 1.000
C -0.835 -2.590 1.169
C -1.681 -3.813 1.154
O -2.637 -3.968 1.883
H -2.807 -4.186 -3.482
H -1.535 -3.747 -2.345
H -1.461 -5.310 -3.175
H -3.218 -7.363 -0.860
H 0.513 -5.773 -0.621
H 1.158 -1.913 0.974
H -1.308 -1.626 1.284
C -0.669 -11.270 3.650
C 0.401 -10.198 3.618
O 0.680 -9.753 2.290
C -0.037 -8.784 1.676
C -1.334 -8.313 2.293
O 0.359 -8.372 0.621
H -1.624 -10.894 3.284
H -0.811 -11.634 4.668
H -0.377 -12.108 3.017
H 0.155 -9.354 4.263
H 1.346 -10.604 3.976
H -2.152 -8.884 1.858
H -1.471 -7.269 2.032
H -1.372 -8.396 3.376
C -1.146 4.150 3.072
C -1.444 3.413 1.786
O -0.333 2.631 1.324
C -0.097 1.382 1.752
C -0.847 0.840 2.946
O 0.757 0.740 1.195
H -0.944 3.463 3.894
H -1.992 4.776 3.350
H -0.264 4.781 2.947
H -2.336 2.792 1.866
H -1.627 4.123 0.981
H -0.264 1.018 3.849
H -0.954 -0.232 2.813
H -1.841 1.259 3.081
C -4.148 9.452 2.484
C -3.808 8.102 1.890
O -3.476 7.138 2.895
C -4.404 6.402 3.540
C -5.867 6.749 3.398
O -4.026 5.519 4.261
H -5.037 9.403 3.113
H -4.330 10.178 1.692
H -3.324 9.808 3.102
H -4.600 7.725 1.242
H -2.910 8.179 1.278
H -6.142 7.416 4.215
H -6.440 5.831 3.493
H -6.129 7.219 2.454
C 2.276 1.228 -4.925
C 1.096 2.150 -4.718
O -0.027 1.477 -4.141
C -0.160 1.302 -2.807
C 1.003 1.592 -1.892
O -1.203 0.861 -2.401
H 2.649 0.847 -3.975
H 3.089 1.763 -5.415
H 1.990 0.374 -5.540
H 1.372 3.022 -4.125
H 0.733 2.517 -5.677
H 1.557 0.668 -1.729
H 0.607 1.922 -0.940
H 1.688 2.353 -2.258
C 7.480 3.480 -5.487
C 6.298 4.397 -5.256
O 5.192 3.711 -4.660
C 5.068 3.536 -3.328
C 6.233 3.851 -2.420
O 4.044 3.073 -2.909
H 7.877 3.090 -4.550
H 8.279 4.015 -6.001
H 7.180 2.629 -6.098
H 6.566 5.275 -4.668
H 5.914 4.759 -6.208
H 6.807 2.937 -2.269
H 5.833 4.170 -1.461
H 6.896 4.628 -2.790